The following is a quantum chemistry calculation of a cluster of 13 separate species, C52H78O26 in total in a non-equilibrium geometry, from the OMol25 dataset.

Last column: Löwdin charge in e.
Atoms and positions in Å:
1 O -9.491 -4.839 -14.303  0.09
2 C -9.659 -6.013 -14.001  -0.44
3 O -10.041 -6.419 -12.747  0.03
4 C -10.133 -7.831 -12.775  -0.16
5 C -10.374 -8.110 -14.285  -0.19
6 C -9.486 -7.163 -14.971  -0.10
7 H -10.995 -8.242 -12.249  0.13
8 H -9.238 -8.366 -12.457  0.13
9 H -11.399 -7.997 -14.636  0.13
10 H -9.851 -9.060 -14.397  0.12
11 H -9.634 -6.949 -16.029  0.14
12 H -8.520 -7.650 -14.837  0.13
13 O -0.626 -2.559 -8.050  0.11
14 C -1.362 -2.125 -7.167  -0.47
15 O -1.245 -0.941 -6.581  0.04
16 C -2.036 -0.769 -5.410  -0.14
17 C -3.122 -1.797 -5.723  -0.19
18 C -2.543 -2.813 -6.604  -0.10
19 H -2.596 0.165 -5.358  0.12
20 H -1.476 -0.827 -4.476  0.13
21 H -3.999 -1.380 -6.219  0.12
22 H -3.333 -2.060 -4.687  0.12
23 H -3.404 -3.082 -7.216  0.13
24 H -2.277 -3.781 -6.179  0.13
25 O -8.458 -3.395 -1.254  0.09
26 C -8.521 -2.173 -1.174  -0.46
27 O -7.454 -1.356 -1.388  0.03
28 C -7.806 -0.018 -1.452  -0.22
29 C -9.249 -0.011 -1.621  -0.17
30 C -9.699 -1.301 -0.939  -0.08
31 H -7.358 0.543 -2.273  0.14
32 H -7.545 0.387 -0.474  0.14
33 H -9.633 -0.102 -2.637  0.13
34 H -9.638 0.846 -1.071  0.13
35 H -10.668 -1.623 -1.321  0.13
36 H -9.783 -1.259 0.147  0.14
37 O -6.796 -6.754 -7.552  0.07
38 C -7.536 -5.811 -7.195  -0.39
39 O -7.889 -4.817 -8.147  -0.02
40 C -8.691 -3.786 -7.637  -0.16
41 C -9.361 -4.500 -6.404  -0.12
42 C -8.353 -5.567 -5.980  -0.09
43 H -9.436 -3.442 -8.355  0.12
44 H -8.028 -2.959 -7.383  0.12
45 H -10.287 -5.012 -6.666  0.11
46 H -9.589 -3.816 -5.586  0.11
47 H -8.716 -6.581 -5.810  0.13
48 H -7.666 -5.270 -5.189  0.13
49 O -15.123 -2.028 -7.003  0.08
50 C -16.322 -2.275 -7.103  -0.46
51 O -16.946 -2.783 -8.168  0.04
52 C -18.315 -3.073 -7.914  -0.16
53 C -18.581 -2.568 -6.550  -0.19
54 C -17.315 -1.963 -6.001  -0.07
55 H -18.484 -4.148 -7.976  0.14
56 H -18.894 -2.450 -8.595  0.13
57 H -18.961 -3.355 -5.899  0.12
58 H -19.349 -1.795 -6.545  0.11
59 H -17.042 -2.343 -5.016  0.13
60 H -17.552 -0.900 -6.051  0.13
61 O -11.226 2.343 -12.826  0.10
62 C -12.186 1.610 -12.893  -0.44
63 O -13.441 1.933 -12.456  0.01
64 C -14.482 1.038 -12.841  -0.17
65 C -13.815 0.244 -13.903  -0.19
66 C -12.312 0.255 -13.650  -0.05
67 H -15.328 1.586 -13.255  0.13
68 H -14.826 0.461 -11.984  0.13
69 H -14.181 0.563 -14.878  0.12
70 H -14.225 -0.754 -13.746  0.11
71 H -11.718 -0.002 -14.526  0.12
72 H -11.996 -0.461 -12.891  0.12
73 O -2.248 -0.136 -12.466  0.07
74 C -3.494 -0.082 -12.627  -0.51
75 O -4.345 -0.401 -11.744  0.07
76 C -5.686 -0.563 -12.231  -0.14
77 C -5.703 0.352 -13.438  -0.16
78 C -4.239 0.424 -13.835  -0.08
79 H -6.512 -0.529 -11.520  0.13
80 H -5.948 -1.567 -12.564  0.12
81 H -6.056 1.347 -13.165  0.12
82 H -6.332 -0.073 -14.220  0.12
83 H -3.978 1.458 -14.064  0.13
84 H -3.994 -0.220 -14.679  0.13
85 O -0.368 -5.305 -13.013  0.11
86 C -1.129 -6.258 -13.019  -0.43
87 O -2.406 -6.153 -12.565  0.02
88 C -3.212 -7.239 -12.635  -0.19
89 C -2.246 -8.381 -13.096  -0.14
90 C -0.906 -7.716 -13.467  -0.06
91 H -3.860 -7.138 -13.505  0.12
92 H -3.832 -7.382 -11.750  0.13
93 H -2.559 -8.945 -13.974  0.10
94 H -2.156 -9.152 -12.330  0.10
95 H -0.739 -7.754 -14.543  0.12
96 H -0.048 -8.108 -12.921  0.12
97 O -5.973 -14.107 -10.403  0.10
98 C -4.948 -14.087 -9.751  -0.46
99 O -3.708 -14.527 -10.076  0.02
100 C -2.777 -14.554 -9.057  -0.18
101 C -3.492 -13.882 -7.824  -0.12
102 C -4.870 -13.363 -8.389  -0.05
103 H -2.103 -13.758 -9.373  0.12
104 H -2.247 -15.489 -8.876  0.13
105 H -2.891 -13.075 -7.405  0.10
106 H -3.585 -14.704 -7.115  0.10
107 H -4.955 -12.279 -8.461  0.12
108 H -5.773 -13.838 -8.008  0.12
109 O 0.440 -8.288 0.106  0.04
110 C 0.156 -8.175 -1.124  -0.47
111 O -1.069 -8.229 -1.496  0.03
112 C -1.285 -8.017 -2.854  -0.15
113 C 0.056 -7.433 -3.317  -0.15
114 C 1.123 -7.956 -2.337  -0.04
115 H -2.156 -7.370 -2.961  0.13
116 H -1.486 -9.075 -3.027  0.14
117 H 0.055 -6.344 -3.257  0.12
118 H 0.238 -7.712 -4.355  0.11
119 H 1.886 -7.214 -2.102  0.12
120 H 1.531 -8.936 -2.585  0.12
121 O -10.234 -12.644 -0.143  0.07
122 C -9.489 -12.705 -1.152  -0.46
123 O -9.550 -11.795 -2.113  0.02
124 C -8.505 -11.897 -3.104  -0.15
125 C -7.462 -12.685 -2.406  -0.15
126 C -8.338 -13.614 -1.511  -0.07
127 H -8.202 -11.021 -3.676  0.13
128 H -9.064 -12.477 -3.838  0.13
129 H -6.820 -12.058 -1.787  0.12
130 H -6.720 -13.251 -2.969  0.12
131 H -7.792 -14.001 -0.651  0.12
132 H -8.804 -14.482 -1.978  0.13
133 O -7.019 5.052 -4.237  0.06
134 C -7.326 4.360 -5.239  -0.42
135 O -8.622 4.054 -5.534  0.03
136 C -8.698 3.256 -6.701  -0.15
137 C -7.224 2.915 -7.110  -0.14
138 C -6.380 3.918 -6.320  -0.08
139 H -9.254 3.731 -7.509  0.13
140 H -9.143 2.274 -6.543  0.12
141 H -7.061 3.281 -8.124  0.10
142 H -6.961 1.859 -7.058  0.11
143 H -6.318 4.739 -7.033  0.13
144 H -5.395 3.639 -5.947  0.13
145 O -17.261 -8.903 -5.939  0.04
146 C -16.211 -8.778 -5.231  -0.45
147 O -15.968 -7.630 -4.554  0.04
148 C -14.701 -7.820 -3.806  -0.13
149 C -14.351 -9.257 -3.941  -0.18
150 C -15.324 -9.894 -4.883  -0.09
151 H -14.684 -7.578 -2.743  0.13
152 H -13.886 -7.278 -4.285  0.12
153 H -14.332 -9.844 -3.023  0.12
154 H -13.351 -9.180 -4.368  0.12
155 H -16.040 -10.583 -4.437  0.14
156 H -14.912 -10.289 -5.812  0.14

The LUMO energy is -0.4 eV. The value obtained for the frontier orbital gap is 9.261 eV. For the largest force on an atom, the calculation gives 6.4 eV/A. Its multiplicity is 1. As for the charge: 0. The value obtained for the HOMO energy is -9.62 eV. The energy relative to the best compared isomer or geometry (same formula, charge and spin) comes out at 231.5 kcal per mole. For the energy, the calculation gives -3984.2711 Ha.